Record 1
Molecular formula: C27H34B2CrF4N5O4S3
Method: DFT, the ωB97M-V functional and the def2-TZVPD basis

Its total energy is -117340.0004 eV. As for the frontier orbital gap (alpha / beta): 7.0 / 4.5 eV. As for the expectation value of S²: 6.046. The value obtained for the energy above the lowest of the compared OMol25 structures with the same formula, charge and spin is 1.832 eV.

ORCA input file:
```
! RIJCOSX wB97M-V def2-TZVPD def2/J DEFGRID3
* xyz 1 5
H -2.35 3.93 1.93
C 4.35 0.19 4.22
H 2.94 6.21 1.21
H 2.38 0.11 3.37
C -1.21 3.57 -0.81
H -1.86 -3.29 -3.44
C 5.96 1.50 3.01
S -4.93 -1.17 -3.29
C -2.81 -2.95 -3.02
C 3.39 0.48 3.26
C -3.59 -2.77 -0.23
F 1.23 0.65 -3.04
C 2.06 -3.40 -0.87
C 2.65 1.56 1.16
C 5.64 0.68 4.08
O 0.20 -1.47 3.25
C 2.49 5.39 -0.73
F -0.72 -0.49 -3.49
C 5.00 1.81 2.06
H 2.06 4.30 -2.53
H 6.40 0.43 4.82
H -5.61 0.71 -1.15
H 2.45 6.36 -1.21
H -4.28 1.88 -1.24
C -4.24 0.45 -2.84
C 2.27 4.24 -1.47
H 4.09 -0.43 5.07
H -0.60 4.43 -0.54
O -0.70 0.98 -1.74
O -0.74 0.90 3.28
C 1.36 -2.42 0.00
C -4.55 0.83 -1.39
C 2.31 3.00 -0.85
H -5.37 -1.59 -0.58
C -0.90 2.43 1.52
C -1.39 3.58 2.31
H -4.12 -3.65 -0.61
B -0.99 -0.57 3.30
Cr 0.14 -0.06 0.81
H 3.04 4.00 2.31
F -1.78 -0.90 4.33
H 5.25 2.44 1.21
H 2.68 -4.08 -0.30
N 1.80 0.69 0.85
H -4.69 1.19 -3.50
C 2.77 5.31 0.63
S -3.57 -0.08 -0.18
H -1.51 3.28 3.35
H -3.44 -3.80 -2.80
H -3.16 0.42 -2.99
B 0.15 -0.02 -2.50
H -1.04 3.32 -1.85
C 2.83 4.07 1.25
N 0.65 -1.52 1.98
H 2.67 -2.86 -1.59
S -2.36 -2.17 -1.43
N -0.53 1.23 -0.43
C -0.84 2.40 0.04
O 0.67 -1.26 -1.81
H 1.73 -3.43 3.33
C -4.52 -1.62 0.08
H 1.33 -3.98 -1.45
N 0.72 -1.40 -0.48
H 2.13 2.10 -1.43
C -3.47 -1.99 -4.00
H 0.95 -4.53 2.19
H -3.01 -3.06 0.64
C 3.71 1.29 2.17
C 1.25 -2.54 1.48
C 2.61 2.91 0.51
H -2.77 -1.22 -4.32
C 1.68 -3.72 2.28
H -2.26 3.84 -0.66
H -0.68 4.40 2.26
H 6.96 1.90 2.92
N -0.54 1.29 2.00
H -3.82 -2.53 -4.88
H 2.64 -4.08 1.95
H -4.85 -1.64 1.12
F -1.67 -0.85 1.96
*
```

***

Record 2
Molecular formula: C5H8OS2
Method: DFT, the ωB97M-V functional and the def2-TZVPD basis

Its total energy is -29030.9150 eV. As for the frontier orbital gap: 9.7 eV. Its SMILES is S[C@H]1C[C@]12CSCO2. The value obtained for the energy above the lowest of the compared OMol25 structures with the same formula, charge and spin is 1.766 eV.

ORCA input file:
```
! RIJCOSX wB97M-V def2-TZVPD def2/J DEFGRID3
* xyz 0 1
C -1.46 1.50 0.32
S -2.51 0.08 -0.25
C 0.71 -0.83 1.16
C 1.53 -0.66 -0.14
H 2.21 1.31 -1.35
H 1.74 -1.61 -0.70
H -1.53 1.75 1.39
S 2.74 0.61 -0.34
C 0.06 -0.26 -0.04
C -1.07 -0.90 -0.80
H 0.98 0.05 1.86
H -1.74 2.44 -0.25
O -0.17 1.14 -0.05
H 0.55 -1.82 1.56
H -1.27 -1.96 -0.51
H -0.79 -0.83 -1.84
*
```

***

Record 3
Molecular formula: C28H31N3O5S
Method: DFT, the ωB97M-V functional and the def2-TZVPD basis

Its total energy is -55077.7043 eV. As for the frontier orbital gap: 5.9 eV. The value obtained for the energy above the lowest of the compared OMol25 structures with the same formula, charge and spin is 6.888 eV.

ORCA input file:
```
! RIJCOSX wB97M-V def2-TZVPD def2/J DEFGRID3
* xyz 0 1
N -4.70 -0.92 -4.03
C 1.98 -2.74 6.31
O -0.14 2.63 -1.06
H 5.32 -2.42 6.95
C -5.40 -1.27 -5.24
H -0.61 4.76 0.74
C -2.70 4.62 5.12
O 1.41 1.08 -4.43
H -2.75 2.32 2.58
H 2.78 -2.97 2.30
C -1.14 3.90 1.15
H 5.05 -1.49 -5.22
C -0.52 -0.25 -3.88
H -1.05 1.85 -3.77
H -3.49 1.45 -3.93
H -1.96 3.61 0.47
C -1.96 5.62 4.47
H -5.69 -2.34 -5.24
C -1.50 5.41 3.16
H -4.82 -1.01 -1.95
C -1.69 4.18 2.51
C 4.38 -2.21 5.01
C 2.21 -0.63 1.16
H -3.07 4.78 6.14
C 3.18 -2.74 7.05
H 5.30 -2.02 4.46
H 1.03 -2.94 6.81
H -6.35 -0.64 -2.80
H 3.17 -2.97 8.12
C -1.42 0.83 -3.86
H -0.96 6.19 2.61
O 2.92 -1.07 0.27
S 3.53 -0.65 -3.56
H 5.36 -1.52 -2.40
C -1.02 -1.56 -4.01
C 3.19 -2.07 2.79
C -2.79 0.61 -3.91
C 1.99 -2.49 4.94
C 4.29 -1.75 -2.35
C -3.30 -0.71 -3.99
H 3.41 -1.13 -5.90
H 4.19 -1.89 2.40
H 3.87 -1.50 -1.37
H -4.78 -1.05 -6.11
C 3.96 -1.59 -5.07
H -2.78 -2.81 -4.14
H -1.76 6.58 4.97
C 0.97 0.04 -3.90
C 3.19 -2.24 4.28
C 4.38 -2.45 6.39
C -2.39 -1.80 -4.04
H 4.08 -2.78 -2.65
H 3.67 -2.64 -4.91
C 0.13 2.21 0.05
C -2.49 3.22 3.14
H 1.56 -1.76 -2.72
N 1.11 0.31 1.04
N 1.00 1.01 0.03
C 1.86 -0.94 -3.35
H -6.33 -0.68 -5.29
H 1.06 -2.52 4.36
O -0.23 2.74 1.23
O 2.28 -0.96 2.48
H -0.29 -2.37 -4.08
H -5.71 -2.31 -2.81
C -5.43 -1.24 -2.82
C -2.98 3.43 4.44
H -3.58 2.64 4.90
*
```

***

Record 4
Molecular formula: C5H7CoO4
Method: DFT, the ωB97M-V functional and the def2-TZVPD basis

Its total energy is -51103.4172 eV. As for the frontier orbital gap (alpha / beta): 8.3 / 8.5 eV. As for the expectation value of S²: 3.760. The value obtained for the energy above the lowest of the compared OMol25 structures with the same formula, charge and spin is 3.217 eV.

ORCA input file:
```
! RIJCOSX wB97M-V def2-TZVPD def2/J DEFGRID3
* xyz 1 4
O 1.25 0.67 -1.43
O 1.73 -0.25 0.61
H 0.02 -0.36 1.70
H -1.56 -1.95 0.99
C 0.40 0.16 0.81
C -0.31 -0.14 -0.51
H 0.35 1.23 1.04
H 3.02 -0.36 -0.93
H -2.35 -1.68 -0.62
H -0.86 0.67 -1.00
C -1.97 -1.21 0.29
Co 1.81 2.46 -1.40
H -0.16 -1.10 -1.01
C 2.32 0.39 -0.52
C -2.93 -0.44 0.89
O 2.90 1.57 -0.19
O -3.66 0.34 1.29
*
```

***

Record 5
Molecular formula: C4H4N2O3S
Method: DFT, the ωB97M-V functional and the def2-TZVPD basis

Its total energy is -24167.0983 eV. As for the frontier orbital gap: 10.8 eV. Its SMILES is O=S1(=O)NCc2cnoc21. The value obtained for the energy above the lowest of the compared OMol25 structures with the same formula, charge and spin is 2.900 eV.

ORCA input file:
```
! RIJCOSX wB97M-V def2-TZVPD def2/J DEFGRID3
* xyz 0 1
O -0.46 -2.22 -1.68
C -0.30 -0.18 1.33
N -0.18 -1.52 0.80
N 0.18 2.33 -1.33
S 0.42 -1.59 -0.80
H -0.34 3.01 0.47
O 0.45 1.14 -1.88
H 0.48 -0.15 2.03
C -0.03 0.82 0.27
H -1.18 0.01 2.04
H -1.07 -1.99 0.60
O 1.77 -2.07 -0.86
C 0.35 0.24 -0.91
C -0.10 2.16 -0.08
*
```

***

Record 6
Molecular formula: CH2OS
Method: DFT, the ωB97M-V functional and the def2-TZVPD basis

Its total energy is -13948.5100 eV. As for the frontier orbital gap: 8.1 eV. Its SMILES is OC=S. The value obtained for the energy above the lowest of the compared OMol25 structures with the same formula, charge and spin is 3.161 eV.

ORCA input file:
```
! RIJCOSX wB97M-V def2-TZVPD def2/J DEFGRID3
* xyz 0 1
H -0.75 -0.89 0.49
C -0.23 -0.07 -0.03
O 1.26 -0.25 0.22
S -1.89 0.75 -0.45
H 1.62 0.47 -0.23
*
```

***

Record 7
Molecular formula: C25H44O2P4Ru
Method: DFT, the ωB97M-V functional and the def2-TZVPD basis

Its total energy is -70427.0210 eV. As for the frontier orbital gap (alpha / beta): 7.3 / 3.8 eV. As for the expectation value of S²: 6.043.

ORCA input file:
```
! RIJCOSX wB97M-V def2-TZVPD def2/J DEFGRID3
* xyz 4 5
H -2.37 -3.23 0.96
Ru -0.30 0.01 0.79
H -2.65 1.91 -2.42
H -1.21 -3.25 -1.70
C -2.82 -1.14 3.24
H 4.47 -2.17 -0.07
H -2.14 4.08 1.35
H 0.75 4.59 1.13
P 2.51 -0.84 -0.69
H -1.40 -1.89 -2.83
C 0.19 0.33 -3.47
H -2.53 -3.11 4.16
H 1.79 3.24 0.58
C 0.05 2.83 3.04
C 3.77 0.49 -0.77
H 4.70 0.09 -1.18
P -0.36 2.42 1.30
H -4.61 -1.14 -1.44
H -2.27 2.98 -0.06
C -3.24 -2.32 3.88
C 2.72 -1.65 -2.31
H -1.90 -0.14 -3.67
H 3.74 -2.04 -2.40
C 0.72 2.44 -2.41
C -1.17 0.57 -3.27
H -4.92 -3.42 4.68
H 3.94 0.88 0.24
H 0.51 -0.59 -3.98
H -1.01 3.60 -1.76
P -1.04 -0.75 2.95
C -3.14 -2.66 0.42
C -1.59 1.72 -2.61
C -0.78 0.03 4.61
C 0.78 3.65 0.56
H 0.52 3.87 -0.48
H -5.82 0.46 3.01
H 2.51 -0.96 -3.13
C -4.59 -2.50 4.19
C -3.76 -0.15 2.91
H -2.81 -2.93 -2.44
H -4.05 0.29 -0.52
H 0.26 0.40 4.71
H 0.84 -2.26 3.06
P -2.33 -1.37 -0.62
H -0.98 -0.72 5.39
H -1.49 0.86 4.76
C 3.44 -2.08 0.31
H -0.66 -3.17 2.75
H 3.39 1.30 -1.41
C 1.33 0.27 1.66
O 2.29 0.38 2.34
O 0.36 -2.93 0.36
H -6.57 -1.62 4.16
C 0.13 -1.76 0.40
H 2.20 1.14 -3.26
C -5.10 -0.32 3.25
H -3.79 -2.18 1.15
C -3.77 -0.46 -1.27
H 1.10 2.58 3.23
C -0.22 -2.35 3.32
H 2.93 -3.05 0.25
H 2.00 -2.48 -2.37
H -0.29 -2.56 4.40
H 3.47 -1.76 1.36
H -3.44 0.77 2.41
C -0.65 2.67 -2.21
H -0.58 2.26 3.72
C -1.89 -2.47 -2.04
H -3.51 0.05 -2.20
H -0.11 3.91 3.21
C -5.52 -1.49 3.89
C -2.04 3.04 1.01
H -3.72 -3.34 -0.21
H -2.76 2.40 1.55
C 1.14 1.27 -3.06
H 1.47 3.16 -2.10
*
```

***

Record 8
Molecular formula: C2H3LuO3
Method: DFT, the ωB97M-V functional and the def2-TZVPD basis

Its total energy is -41864.6850 eV. As for the frontier orbital gap: 6.2 eV. The value obtained for the energy above the lowest of the compared OMol25 structures with the same formula, charge and spin is 0.439 eV.

ORCA input file:
```
! RIJCOSX wB97M-V def2-TZVPD def2/J DEFGRID3
* xyz 2 1
C 0.36 -0.51 -0.12
O 1.37 0.00 -0.78
O -0.67 -0.99 -0.66
O 0.39 -0.32 1.14
H 1.88 1.76 -1.75
H 0.31 1.04 -2.30
Lu -1.83 0.06 1.20
C 1.32 0.83 -1.94
H 1.79 0.24 -2.73
*
```

***

Record 9
Molecular formula: C26H62N5O4
Method: DFT, the ωB97M-V functional and the def2-TZVPD basis

Its total energy is -43605.2542 eV. As for the frontier orbital gap (alpha / beta): 8.3 / 9.6 eV. As for the expectation value of S²: 0.754.

ORCA input file:
```
! RIJCOSX wB97M-V def2-TZVPD def2/J DEFGRID3
* xyz 0 2
O 2.70 1.90 -6.14
H -3.73 -2.06 5.66
H 1.01 3.72 -5.52
O 2.16 3.81 -2.36
H 1.92 1.48 1.13
H 4.79 -3.92 -0.81
H 3.55 5.29 -2.31
H -0.68 -3.91 1.15
H 1.72 1.96 -7.98
H -5.48 -0.90 2.98
H -4.23 0.02 6.39
H 0.20 3.59 -0.63
H 2.15 5.76 -7.70
C 3.53 3.05 -6.02
H -1.53 0.64 4.01
H 4.37 2.97 -6.72
H 4.15 3.70 -1.78
H 3.23 4.50 -8.32
N 0.10 2.58 -0.62
C 2.41 4.71 -7.62
O 3.78 -0.67 -0.80
H 4.42 -1.63 0.93
H -6.02 -2.07 5.27
H 3.97 -4.60 -2.23
C -2.89 0.36 1.90
C -5.48 0.45 4.69
H -7.61 -3.54 3.95
H 3.31 1.74 0.07
C 2.03 2.40 -2.21
C -1.53 -2.79 4.34
C -3.50 -1.32 4.89
C -0.57 -0.34 1.32
H -3.39 0.82 5.11
H 2.24 0.37 -7.39
H 3.01 1.92 -2.34
N -6.94 -2.88 3.59
C 4.81 -1.29 -1.55
H 1.92 4.37 -4.35
C 2.30 2.09 0.31
C -6.17 -0.55 3.76
H 1.39 2.09 -3.04
H 2.36 3.12 0.67
H 5.20 -2.72 -3.04
C -1.33 -0.40 3.74
C -0.52 -3.75 2.22
H 5.64 -1.58 -0.88
H 2.78 -2.05 0.40
C 3.30 4.39 -1.75
C -1.98 -1.37 4.72
H 5.18 -0.52 -2.23
H 3.93 3.00 -5.00
H 1.20 0.88 -1.04
H -3.97 -1.71 3.98
C -1.75 -0.59 2.27
C 4.35 -2.49 -2.39
H -7.30 -2.56 2.70
C 4.03 -3.73 -1.57
N 3.22 -2.18 -3.25
C 1.39 1.95 -0.90
H -0.24 -0.53 3.83
H -5.37 1.39 4.16
C -2.91 -4.21 2.76
H 2.46 -1.81 -2.69
H 3.06 -3.64 -1.07
N -2.24 -1.99 2.08
C 2.51 1.43 -7.46
H -6.99 -0.04 3.23
H -6.18 0.66 5.51
H 0.34 -3.10 2.36
H -0.29 -4.71 2.69
C -4.11 0.03 5.31
H -0.56 2.36 -1.37
H -3.86 -3.81 3.14
H 3.10 -0.45 1.09
C 3.51 -1.24 0.46
H -2.47 1.31 1.55
H -2.03 -3.51 4.98
H -1.53 -1.17 5.70
O -2.68 -2.25 0.91
H -3.54 0.57 2.75
C 2.80 4.39 -6.18
H 3.11 4.67 -0.71
H 3.44 1.52 -8.04
C -1.79 -3.17 2.86
H 3.46 -1.44 -3.91
N 1.63 4.50 -5.32
H 0.09 -1.20 1.26
H 1.54 4.13 -7.93
H -0.92 -0.12 0.31
H 0.00 0.53 1.67
H 3.52 5.14 -5.85
H -3.06 -4.51 1.73
H -0.46 -2.88 4.54
H -3.48 -0.07 1.09
H -7.64 -1.46 5.03
C -6.73 -1.76 4.50
H -2.65 -5.08 3.36
*
```

***

Record 10
Molecular formula: C3H6O3
Method: DFT, the ωB97M-V functional and the def2-TZVPD basis

Its total energy is -9346.6126 eV. As for the frontier orbital gap (alpha / beta): 6.6 / 6.6 eV. The value obtained for the energy above the lowest of the compared OMol25 structures with the same formula, charge and spin is 4.704 eV.

ORCA input file:
```
! RIJCOSX wB97M-V def2-TZVPD def2/J DEFGRID3
* xyz 0 1
H 0.80 -0.45 1.43
O -1.14 1.19 0.72
O 0.61 -0.32 -1.91
H -0.45 1.61 0.14
O 1.02 1.62 -0.78
H 2.02 -0.09 -0.49
C 0.13 -0.85 0.68
C 1.18 0.44 -1.11
H 0.25 -1.89 0.38
H -1.49 -0.41 -0.59
H -1.81 -0.69 1.12
C -1.13 -0.15 0.41
*
```

***

Record 11
Molecular formula: C8H8NO6Zn
Method: DFT, the ωB97M-V functional and the def2-TZVPD basis

Its total energy is -70608.3874 eV. As for the frontier orbital gap: 8.3 eV.

ORCA input file:
```
! RIJCOSX wB97M-V def2-TZVPD def2/J DEFGRID3
* xyz 1 1
H 1.68 0.91 -0.37
C -0.18 -0.35 -2.51
C -4.98 -1.24 -3.11
C -2.26 -1.44 -0.86
O 0.29 -0.68 -3.52
C 1.58 -1.02 2.49
N 2.13 -0.14 1.46
H 3.96 0.14 0.58
C 1.28 0.20 0.45
H 3.93 0.07 2.35
H 3.35 1.51 1.49
Zn -1.29 0.32 -0.95
O -5.89 -1.14 -3.86
H 2.37 -1.15 3.20
H 0.72 -0.59 2.98
H -2.36 0.82 -2.02
C 3.43 0.43 1.48
O -3.29 1.57 1.17
H 1.31 -1.99 2.08
O 0.16 -0.32 0.54
O -2.94 -2.37 -0.93
C -0.44 2.17 -1.19
O -0.05 3.23 -1.42
C -2.48 1.10 0.49
*
```

***

Record 12
Molecular formula: C6H10IN2
Method: DFT, the ωB97M-V functional and the def2-TZVPD basis

Its total energy is -17452.2331 eV. As for the frontier orbital gap (alpha / beta): 5.9 / 6.4 eV. As for the expectation value of S²: 2.012. The value obtained for the energy above the lowest of the compared OMol25 structures with the same formula, charge and spin is 0.635 eV.

ORCA input file:
```
! RIJCOSX wB97M-V def2-TZVPD def2/J DEFGRID3
* xyz 1 3
C -0.33 -0.82 -0.54
C 0.94 0.64 -2.33
H 0.68 1.62 -2.86
H 0.64 -2.92 0.39
H 0.45 0.01 -3.04
H 1.09 -2.41 2.10
H -0.43 2.04 2.09
N -0.16 -0.09 1.79
H -1.44 -0.69 -0.50
H -0.05 -0.22 2.75
H 1.99 0.56 -2.16
N 0.62 -2.18 1.17
C -0.82 1.15 1.47
C -0.06 1.62 -0.30
I -2.94 1.04 1.60
H -0.09 -1.64 -1.22
H -0.22 2.76 -0.22
C 0.05 -1.04 0.88
C 0.08 0.58 -1.08
*
```

***

Record 13
Molecular formula: C6H4Cl2N2O3Pr2
Method: DFT, the ωB97M-V functional and the def2-TZVPD basis

Its total energy is -68540.1973 eV. As for the frontier orbital gap (alpha / beta): 4.5 / 4.4 eV. As for the expectation value of S²: 6.494. The value obtained for the energy above the lowest of the compared OMol25 structures with the same formula, charge and spin is 3.339 eV.

ORCA input file:
```
! RIJCOSX wB97M-V def2-TZVPD def2/J DEFGRID3
* xyz 4 5
N -0.72 -0.48 1.16
C -0.85 -0.74 -1.95
Pr 0.22 1.43 0.28
C -2.70 -1.24 1.96
C -1.85 -0.14 1.85
N -0.93 -1.80 0.74
C -2.10 -2.29 1.29
O -0.09 -1.61 -4.12
C -0.65 -1.53 -3.07
Cl -1.83 2.88 0.07
O -0.03 0.22 -1.63
H -3.65 -1.27 2.48
O 3.61 2.26 2.20
H -1.97 0.88 2.22
H -2.33 -3.36 1.20
H -0.12 -2.41 0.58
Pr -2.21 -2.71 -1.34
Cl -0.60 -4.59 -0.89
C 2.63 2.03 1.63
*
```

***

Record 14
Molecular formula: C3H3O4Rb
Method: DFT, the ωB97M-V functional and the def2-TZVPD basis

Its total energy is -12002.8336 eV. As for the frontier orbital gap: 6.0 eV. The value obtained for the energy above the lowest of the compared OMol25 structures with the same formula, charge and spin is 2.081 eV.

ORCA input file:
```
! RIJCOSX wB97M-V def2-TZVPD def2/J DEFGRID3
* xyz 0 1
O -0.59 -3.39 -2.10
C 0.17 -2.81 -1.37
Rb 0.76 0.86 3.46
O 0.19 -1.71 0.73
H 1.22 -3.13 -1.21
H -0.52 1.25 -0.83
C -0.40 2.40 -0.47
O -0.06 2.52 0.74
H -1.43 -1.56 -0.49
C -0.35 -1.77 -0.37
O -0.65 3.30 -1.27
*
```

***

Record 15
Molecular formula: C7H18
Method: DFT, the ωB97M-V functional and the def2-TZVPD basis

Its total energy is -7550.7573 eV. As for the frontier orbital gap: 12.1 eV. Its SMILES is CCCC.CCC. The value obtained for the energy above the lowest of the compared OMol25 structures with the same formula, charge and spin is 0.359 eV.

ORCA input file:
```
! RIJCOSX wB97M-V def2-TZVPD def2/J DEFGRID3
* xyz 0 1
C -3.06 -1.07 -0.56
H 0.68 -0.46 1.54
H 2.16 2.97 1.54
H 1.37 -2.47 0.48
H -3.09 -0.66 -2.69
H 1.52 -1.32 -0.70
C -2.38 -0.59 -1.85
H 3.27 0.88 0.63
H 2.26 1.74 2.87
H 2.98 -1.92 0.12
H -2.61 1.46 -1.28
H -4.11 -0.78 -0.54
C 1.75 -0.50 1.30
C -1.85 0.83 -1.75
C 2.20 0.89 0.88
C 1.96 -1.58 0.26
H 2.22 -0.77 2.25
H 1.80 1.16 -0.11
H -1.58 1.22 -2.73
H -3.13 -2.16 -0.49
H -2.50 -0.59 0.25
H 0.80 2.04 2.01
H -1.60 -1.28 -2.17
H -0.95 0.99 -1.14
C 1.89 1.98 1.87
*
```